1.
DFT (ωB97M-V/def2-TZVPD) results for a molecular structure, CH4S3.

Last column: Mulliken charge in e.
Positions of all 8 atoms, in Å:
C  -0.07902  -0.03413  0.52958  0.227
S  -1.26696  1.12463  0.76358  -0.266
S  -0.80779  -1.64086  0.82496  -0.198
S  1.51810  0.55709  1.16979  -0.171
H  0.01998  0.19051  -1.98792  0.043
H  -2.43968  0.41267  0.24110  0.136
H  0.28103  -2.41522  0.74662  0.119
H  1.18517  1.78835  0.84204  0.110

**Kohn-Sham gap (alpha / beta)**: 7.70 / 8.81 eV
**⟨S²⟩**: 2.006
**Energy**: -33602.4901 eV
**LUMO energy (alpha / beta)**: 0.021 / -0.027 hartree
**Multiplicity**: 3
**Relative energy (zero: lowest compared OMol25 entry of this formula, charge and spin)**: 2.128 eV

=====

2.
DFT (ωB97M-V/def2-TZVPD) results for 2 unconnected molecules or ions with the total composition CH4Se.

Last column: Mulliken charge in e.
Positions of all 6 atoms, in Å:
C  0.12104  0.43598  -0.14584  -0.865
Se  -1.78242  0.01298  -0.02879  -0.035
H  0.29802  1.02733  1.26616  0.174
H  0.53108  -0.56413  -0.09250  0.308
H  0.62037  1.09476  -0.81046  0.331
H  -1.84247  -0.07992  -1.40100  0.088

**Kohn-Sham gap**: 9.49 eV
**Energy**: -66445.6401 eV
**LUMO energy**: 0.025 hartree
**Relative energy (zero: lowest compared OMol25 entry of this formula, charge and spin)**: 1.751 eV

=====

3.
DFT (ωB97M-V/def2-TZVPD) results for a molecular structure, CH5BIO2PTm.

Last column: Mulliken charge in e.
Positions of all 12 atoms, in Å:
O  1.81490  0.34705  1.28910  -0.393
B  1.14887  -0.11964  0.16869  0.171
O  1.70110  -1.19434  -0.53064  -0.331
C  -0.21476  0.56716  -0.41653  -0.636
P  -1.82637  -0.04271  0.38237  0.118
I  -1.56999  -2.14662  1.56104  0.653
H  1.84437  -0.38325  1.91909  0.347
H  1.01507  -1.80714  -0.81795  0.299
H  -0.28811  0.38446  -1.53206  0.588
H  -0.11576  1.70259  -0.20040  0.043
H  -2.70839  -0.30089  -0.71966  0.278
Tm  -0.80093  2.99333  -1.10305  1.863

**Charge**: +3
**Kohn-Sham gap (alpha / beta)**: 8.20 / 6.42 eV
**⟨S²⟩**: 2.013
**Energy**: -52774.1328 eV
**LUMO energy (alpha / beta)**: -0.511 / -0.579 hartree
**Multiplicity**: 3

=====

4.
DFT (ωB97M-V/def2-TZVPD) results for CH5BO2 in the gas phase.

Last column: Mulliken charge in e.
Positions of all 9 atoms, in Å:
C  -1.22618  0.52797  0.01914  -0.830
B  0.16864  -0.23194  0.21220  0.538
O  1.62182  0.76764  -0.10961  -0.630
O  0.38972  -1.52794  0.02807  -0.483
H  -2.10470  0.02022  0.13020  0.355
H  -1.06238  0.73380  -1.16776  0.222
H  -1.37810  1.55323  0.45620  0.281
H  2.41137  0.18447  0.20664  0.240
H  1.17981  -2.02744  0.22491  0.308

**Kohn-Sham gap**: 10.54 eV
**Energy**: -5890.0554 eV
**LUMO energy**: 0.010 hartree
**SMILES**: CB(O)O
**Relative energy (zero: lowest compared OMol25 entry of this formula, charge and spin)**: 2.312 eV